1.
{
  "formula": "C42H35BN4O4V",
  "method": "the ωB97M-V functional and the def2-TZVPD basis",
  "homo_lumo_gap_ev": [4.096, 5.517],
  "multiplicity": 4,
  "charge": -2,
  "elements": ["V", "O", "C", "N", "C", "C", "C", "C", "C", "C", "N", "C", "O", "C", "C", "C", "C", "C", "N", "C", "C", "C", "C", "C", "N", "H", "H", "H", "H", "H", "H", "H", "H", "H", "H", "H", "H", "C", "C", "C", "C", "C", "C", "C", "C", "C", "C", "C", "C", "C", "C", "H", "H", "H", "H", "H", "H", "H", "H", "H", "H", "H", "C", "C", "C", "C", "C", "C", "C", "C", "O", "B", "O", "C", "C", "H", "H", "H", "H", "H", "H", "H", "H", "H", "H", "H", "H"],
  "positions_angstrom": [[-0.076466, -0.536938, -0.537915], [-3.471460, -0.505248, 1.853627], [-2.300221, -0.203170, 1.579300], [-1.312166, -0.997496, 1.138932], [-1.298711, -2.348700, 1.478595], [-2.084789, -2.946481, 2.470277], [-1.888065, -4.273214, 2.833217], [-0.915842, -5.040440, 2.212662], [-0.128913, -4.475431, 1.216325], [-0.317273, -3.149504, 0.835468], [0.348047, -2.516291, -0.208151], [1.575960, -2.838361, -0.612216], [2.357192, -3.695676, -0.166063], [1.976510, -2.018124, -1.811811], [3.120307, -2.341228, -2.528804], [3.405805, -1.650508, -3.691775], [2.526194, -0.660349, -4.092324], [1.427272, -0.368777, -3.296429], [1.161978, -1.014359, -2.163280], [-1.899248, 1.236593, 1.816115], [-2.830299, 2.255254, 1.573397], [-2.484623, 3.557381, 1.859349], [-1.228879, 3.812179, 2.408663], [-0.391385, 2.734591, 2.646510], [-0.708656, 1.476055, 2.365209], [-2.856810, -2.363644, 2.948875], [-2.510639, -4.707157, 3.609794], [-0.763712, -6.076122, 2.499291], [0.644674, -5.047653, 0.726873], [3.742114, -3.137419, -2.143660], [4.290448, -1.876793, -4.274578], [2.692721, -0.089019, -4.996369], [0.735350, 0.423983, -3.545799], [-3.785611, 1.984272, 1.148680], [-3.172910, 4.370993, 1.655314], [-0.906000, 4.819433, 2.640846], [0.596843, 2.886084, 3.072985], [5.898466, 2.515406, 1.733405], [4.805688, 3.305028, 1.394379], [3.598133, 2.729663, 1.040363], [3.443900, 1.335045, 0.998462], [4.552029, 0.555182, 1.367496], [5.757524, 1.133245, 1.722819], [2.194456, 0.669412, 0.630024], [1.202512, 1.078724, -0.188729], [1.257845, 2.278850, -1.016368], [2.255125, 2.467416, -1.987638], [2.208810, 3.538998, -2.865577], [1.177632, 4.464685, -2.798750], [0.180851, 4.296090, -1.842449], [0.212873, 3.218542, -0.976379], [6.842077, 2.970828, 2.011529], [4.893299, 4.386007, 1.414039], [2.753572, 3.359730, 0.797306], [4.448834, -0.524184, 1.358358], [6.595493, 0.499839, 1.994617], [2.080349, -0.310285, 1.108523], [3.063585, 1.750014, -2.049394], [2.987435, 3.648876, -3.614150], [1.135431, 5.293499, -3.496542], [-0.651567, 4.990375, -1.797444], [-0.597096, 3.061074, -0.274445], [-6.310084, 4.866326, -4.322981], [-5.243630, 5.125937, -3.248857], [-5.956205, 5.275133, -1.904221], [-4.533125, 6.453346, -3.554865], [-4.223512, 3.985448, -3.241481], [-3.481472, 3.732321, -4.394673], [-2.516157, 2.726979, -4.461083], [-2.303323, 1.969616, -3.328490], [-1.423460, 0.974739, -3.100665], [-1.532359, 0.578374, -1.702579], [-2.638854, 1.357766, -1.203695], [-3.044689, 2.203162, -2.168771], [-4.002700, 3.197861, -2.104529], [-7.037653, 5.683319, -4.347780], [-6.840871, 3.936048, -4.114559], [-5.861091, 4.779134, -5.311967], [-6.669656, 6.101290, -1.957501], [-5.250138, 5.489910, -1.100990], [-6.505715, 4.370107, -1.641700], [-5.245001, 7.284253, -3.537497], [-4.059458, 6.431178, -4.535928], [-3.755475, 6.646925, -2.814764], [-3.644120, 4.341272, -5.276592], [-1.938430, 2.559693, -5.361406], [-4.540773, 3.348291, -1.179392]],
  "atomic_forces_ev_per_a": [[-0.606, 0.118, -0.136], [0.213, 0.156, 0.067], [-0.162, -0.264, -0.024], [0.028, -0.049, 0.337], [-0.034, -0.218, 0.066], [-0.018, -0.024, -0.004], [-0.050, -0.001, 0.030], [0.019, -0.091, 0.034], [-0.007, 0.093, -0.029], [-0.235, -0.222, 0.250], [0.214, -0.103, 0.025], [0.050, -0.392, 0.205], [0.023, 0.067, -0.182], [0.427, -0.349, -0.056], [-0.039, -0.124, 0.123], [0.061, -0.056, 0.061], [-0.229, 0.207, -0.038], [0.042, 0.300, -0.300], [0.239, -0.116, -0.162], [-0.053, 0.398, 0.066], [0.133, -0.203, 0.003], [0.112, 0.086, 0.073], [-0.073, -0.042, -0.030], [0.042, 0.168, 0.015], [-0.227, -0.196, -0.088], [0.012, 0.009, -0.008], [0.004, 0.004, -0.004], [-0.004, 0.012, -0.002], [0.020, -0.002, -0.014], [-0.011, -0.014, 0.001], [0.015, -0.020, -0.002], [-0.022, 0.016, -0.003], [0.019, 0.021, -0.045], [0.002, 0.003, 0.013], [0.008, -0.007, 0.000], [0.005, 0.002, -0.006], [-0.012, 0.021, 0.005], [0.053, 0.039, 0.014], [0.063, 0.039, 0.020], [-0.027, -0.115, -0.035], [0.191, 0.109, 0.150], [-0.108, 0.067, -0.047], [0.075, 0.001, 0.029], [-0.171, 0.055, 0.067], [0.370, 0.025, 0.087], [-0.050, 0.162, -0.112], [-0.078, -0.001, 0.137], [0.041, 0.016, -0.044], [-0.026, 0.089, -0.065], [-0.023, 0.018, -0.012], [0.070, -0.053, -0.003], [-0.003, 0.001, 0.000], [0.007, 0.004, 0.002], [-0.037, 0.002, -0.026], [-0.016, -0.012, -0.003], [-0.001, 0.011, -0.002], [0.053, 0.023, -0.039], [0.035, -0.040, 0.020], [-0.004, 0.005, 0.004], [-0.001, -0.002, 0.006], [-0.005, 0.009, 0.001], [0.001, -0.008, 0.021], [0.018, 0.021, 0.033], [-0.032, 0.042, -0.005], [0.005, -0.009, -0.012], [-0.027, -0.034, 0.003], [-0.007, 0.029, -0.050], [-0.051, 0.046, -0.003], [0.077, -0.128, 0.103], [-0.206, 0.148, 0.104], [0.023, 0.084, -0.161], [-0.047, 0.098, -0.160], [-0.206, 0.085, -0.020], [0.023, 0.102, -0.269], [0.135, -0.143, 0.031], [-0.013, 0.013, 0.002], [-0.007, -0.019, 0.004], [0.010, 0.000, -0.029], [-0.010, 0.010, -0.003], [0.011, 0.005, 0.019], [-0.009, -0.014, 0.013], [-0.015, 0.009, -0.003], [0.021, 0.001, -0.026], [0.014, 0.006, 0.019], [-0.007, 0.013, -0.013], [0.005, -0.003, 0.003], [-0.017, 0.006, 0.005]]
}


2.
{
  "formula": "C3H10N2O2",
  "method": "the ωB97M-V functional and the def2-TZVPD basis",
  "homo_lumo_gap_ev": 10.009,
  "smiles": "CNC(=O)CN.O",
  "elements": ["N", "C", "C", "N", "C", "O", "H", "H", "H", "H", "H", "H", "H", "H", "H", "H", "O"],
  "positions_angstrom": [[-0.416967, 1.993731, 0.317825], [0.333372, 0.868161, 0.981947], [-0.094633, -0.662250, 0.912150], [-0.119275, -1.065262, -0.389360], [-0.906816, -2.089302, -0.820621], [-0.530369, -1.462037, 1.801027], [-0.490562, 1.609630, -0.663488], [-1.297780, 2.098468, 0.840210], [1.305580, 1.038513, 0.627937], [0.324171, 1.112483, 2.024562], [0.544731, -0.624242, -0.982067], [-1.608173, -2.512647, -0.078964], [-1.614026, -1.758750, -1.657073], [-0.175197, -2.897913, -1.209317], [2.181998, 1.264309, -1.753392], [1.279391, 2.527196, -1.335771], [1.444372, 1.830039, -2.020120]],
  "atomic_forces_ev_per_a": [[0.140, -2.546, -0.605], [-1.158, 0.129, 1.657], [-1.712, -1.376, 0.784], [0.965, 2.557, 2.244], [-1.269, -3.618, -3.026], [1.428, 3.450, -1.896], [-0.964, 1.118, 1.265], [0.189, -0.100, -1.102], [1.687, -0.554, -0.373], [0.282, 0.046, 0.732], [-0.005, 0.385, -0.782], [0.975, 0.333, 0.046], [1.143, -0.421, 0.681], [-1.769, 0.611, 0.358], [-0.116, 0.567, 0.173], [0.512, -1.025, -0.632], [-0.327, 0.445, 0.475]]
}


3.
{
  "formula": "C31H29F3O19P",
  "method": "the ωB97M-V functional and the def2-TZVPD basis",
  "homo_lumo_gap_ev": 5.134,
  "charge": -1,
  "elements": ["O", "C", "C", "P", "C", "C", "C", "C", "O", "O", "C", "F", "F", "F", "H", "H", "H", "H", "H", "H", "H", "H", "H", "H", "H", "H", "H", "C", "C", "C", "O", "C", "C", "C", "O", "O", "O", "H", "H", "H", "H", "C", "C", "C", "O", "C", "C", "C", "O", "O", "O", "H", "H", "H", "H", "C", "C", "C", "O", "C", "C", "C", "O", "O", "O", "H", "H", "H", "H", "C", "C", "C", "O", "C", "C", "C", "O", "O", "O", "H", "H", "H", "H"],
  "positions_angstrom": [[4.545670, -3.130186, 1.384878], [3.902336, -2.140500, 1.139405], [2.686618, -1.659213, 1.870171], [2.031940, 0.064012, 1.336420], [1.470954, -0.469329, -0.431678], [0.041676, -0.071422, -0.864506], [-1.063350, -1.175964, -0.844174], [-1.393280, -1.553373, 0.562783], [-2.147526, -0.990948, 1.285551], [-0.686638, -2.645229, 0.978970], [1.515543, 1.950996, 0.971080], [1.494937, 2.383760, -0.344228], [2.397080, 2.807179, 1.590621], [0.274120, 2.332678, 1.451325], [4.226079, -1.501210, 0.288258], [1.952362, -2.470032, 1.784492], [2.967605, -1.566251, 2.937172], [3.362915, 0.448178, 0.832572], [2.366631, 0.602097, 2.644805], [0.658470, -0.218826, 1.835056], [1.581237, -1.568403, -0.487699], [2.179521, -0.051435, -1.168820], [0.074081, 0.278407, -1.909758], [-0.331189, 0.775709, -0.272197], [-0.725061, -2.055247, -1.411075], [-1.995359, -0.781997, -1.298481], [-0.370653, -2.459087, 1.884603], [1.129367, 4.931444, 6.908571], [1.004448, 3.643586, 6.554577], [0.883590, 3.201125, 5.104424], [0.781014, 2.001802, 4.934194], [0.895123, 4.201481, 4.062323], [1.022332, 5.485522, 4.418818], [1.151601, 5.926887, 5.862598], [1.268945, 7.127611, 6.054424], [1.051815, 6.504566, 3.566469], [0.971785, 2.626224, 7.398658], [1.215885, 5.255187, 7.936024], [0.818925, 3.863315, 3.040112], [1.162192, 7.303847, 4.118724], [0.885165, 1.830129, 6.828099], [3.397554, 2.934372, -6.113757], [3.274094, 1.710554, -5.579805], [2.983240, 1.481326, -4.102306], [2.884040, 0.311296, -3.775080], [2.848860, 2.618435, -3.227110], [2.975208, 3.841222, -3.765373], [3.248821, 4.073235, -5.239935], [3.329612, 5.236981, -5.598526], [2.875906, 4.970414, -3.080138], [3.383502, 0.579584, -6.255856], [3.601450, 3.103961, -7.161361], [2.652640, 2.464333, -2.174829], [3.002809, 5.689853, -3.730194], [3.237893, -0.127970, -5.589671], [-6.474086, 0.698196, -1.579796], [-7.717566, 0.826146, -1.100835], [-8.074637, 0.502511, 0.338332], [-9.249375, 0.675262, 0.637207], [-7.047482, 0.032105, 1.217673], [-5.786559, -0.101337, 0.752376], [-5.427041, 0.231519, -0.689648], [-4.268905, 0.078583, -1.021653], [-4.797007, -0.520319, 1.485465], [-8.763082, 1.240283, -1.806002], [-6.211847, 0.925906, -2.603111], [-7.308178, -0.202259, 2.240278], [-3.960064, -0.514498, 0.986843], [-9.511724, 1.229030, -1.171907], [-0.885314, -7.164169, -1.360472], [-0.420755, -6.024806, -0.811326], [0.918585, -5.430339, -1.217727], [1.231139, -4.386765, -0.692829], [1.723570, -6.125697, -2.206024], [1.252590, -7.259675, -2.736048], [-0.090854, -7.842036, -2.347233], [-0.407702, -8.876732, -2.918217], [1.885950, -7.991887, -3.646899], [-1.088967, -5.344704, 0.095353], [-1.838984, -7.591427, -1.083789], [2.679645, -5.698037, -2.473866], [1.284514, -8.742677, -3.831296], [-0.600400, -4.546863, 0.405533]],
  "atomic_forces_ev_per_a": [[0.145, -0.415, 0.260], [-0.079, 0.528, -0.463], [0.158, -0.014, 0.340], [-0.196, -0.140, -0.037], [0.022, -0.379, -0.268], [-0.139, 0.032, -0.190], [-0.276, 0.219, -0.440], [0.920, -0.640, -1.170], [-0.926, 0.674, 0.885], [0.655, 0.065, 0.595], [-0.253, 0.565, 0.035], [0.160, -0.076, 0.321], [-0.292, -0.182, -0.276], [0.436, -0.113, -0.079], [-0.081, -0.026, 0.019], [-0.065, 0.097, 0.029], [-0.169, -0.112, -0.326], [-0.021, 0.022, -0.001], [0.038, -0.017, 0.009], [0.036, -0.042, -0.074], [-0.064, 0.312, -0.026], [-0.179, -0.151, 0.330], [-0.036, -0.038, 0.317], [0.026, -0.231, -0.098], [-0.048, 0.191, 0.233], [0.591, -0.133, 0.204], [-0.378, -0.152, -0.157], [-0.001, 0.021, 0.069], [0.010, -0.081, -0.030], [0.010, 0.029, 0.010], [-0.037, -0.019, 0.018], [-0.013, -0.073, -0.103], [0.015, 0.078, 0.097], [-0.005, -0.050, 0.028], [-0.002, 0.034, 0.018], [-0.009, -0.057, -0.092], [0.021, 0.096, 0.103], [0.005, -0.013, 0.000], [-0.009, 0.063, -0.041], [-0.004, -0.020, 0.036], [-0.007, 0.013, -0.053], [0.016, 0.017, -0.063], [-0.020, -0.071, 0.061], [-0.009, -0.045, -0.039], [0.005, 0.035, 0.030], [0.030, 0.037, 0.084], [0.004, 0.091, -0.059], [0.004, -0.047, -0.019], [0.010, 0.025, -0.017], [-0.021, -0.059, 0.099], [0.021, 0.069, -0.112], [-0.006, -0.016, 0.001], [-0.025, -0.036, -0.002], [0.008, -0.028, -0.039], [-0.010, 0.017, 0.050], [0.011, 0.010, -0.039], [-0.060, 0.004, 0.048], [-0.028, 0.027, -0.085], [0.015, -0.025, 0.050], [-0.012, -0.047, 0.127], [-0.228, 0.146, -0.247], [-0.013, 0.012, -0.094], [-0.079, -0.012, 0.028], [-0.341, -0.067, 0.466], [0.090, 0.008, -0.078], [-0.006, 0.011, 0.000], [0.032, 0.002, -0.004], [0.613, -0.017, -0.133], [0.016, -0.016, 0.033], [-0.127, -0.001, 0.075], [0.078, 0.068, 0.039], [-0.087, -0.042, -0.056], [0.140, 0.174, 0.131], [0.067, -0.009, -0.013], [-0.042, -0.077, -0.038], [0.040, -0.002, -0.037], [-0.022, 0.010, 0.037], [0.079, 0.082, 0.005], [-0.099, -0.078, 0.173], [0.000, 0.023, 0.009], [-0.012, -0.013, -0.008], [-0.032, 0.003, 0.021], [0.037, -0.025, -0.418]]
}


4.
{
  "formula": "C5H8O2",
  "method": "the ωB97M-V functional and the def2-TZVPD basis",
  "homo_lumo_gap_ev": [8.049, 8.048],
  "elements": ["C", "C", "C", "C", "C", "O", "O", "H", "H", "H", "H", "H", "H", "H", "H"],
  "positions_angstrom": [[1.867235, -0.191959, -0.132783], [-0.092244, 0.383861, 0.485550], [-0.964454, -0.140788, 1.584837], [-0.858726, 0.810716, -0.766459], [-0.344557, -0.412228, -1.484402], [-0.327741, -0.847877, -2.593206], [0.311733, -0.973026, -0.385413], [1.967300, 0.758640, -0.647266], [2.170475, -0.140399, 0.905184], [2.358373, -1.006539, -0.673358], [-1.798153, -0.762052, 1.206884], [-0.397655, -0.740429, 2.305454], [-1.393679, 0.710213, 2.128499], [-1.952816, 0.816369, -0.670908], [-0.545090, 1.735498, -1.262614]],
  "atomic_forces_ev_per_a": [[0.371, -0.042, -0.104], [-0.317, 0.017, 0.154], [0.030, 0.009, 0.042], [0.006, 0.067, -0.045], [-0.055, -0.097, -0.560], [0.044, 0.231, 0.593], [0.036, -0.041, -0.007], [-0.081, -0.125, 0.121], [-0.120, -0.024, -0.145], [-0.110, 0.105, 0.050], [0.106, 0.075, 0.018], [-0.068, 0.116, -0.092], [0.070, -0.087, -0.089], [0.142, -0.046, 0.010], [-0.055, -0.155, 0.053]]
}


The energy results, record by record, are as follows: -3110.48715 -380.26006 -3269.18377 -345.59749 Ha.